Record 1
79
Properties=species:S:1:pos:R:3 method="wB97M-V/def2-TZVPD" energy_ha=-7274.074196 total_charge=+3 e_homo_ev="-15.820 / -15.775" spin_multiplicity=2 e_lumo_ev="-9.278 / -9.273"
Ir 0.2622 0.1997 -0.1476
Se 3.0230 5.1625 -1.3712
P 1.0145 6.0978 -0.6752
C 0.0680 6.8109 -1.9700
C 0.1388 6.2620 -3.2589
C -0.6315 6.8035 -4.2666
C -1.4661 7.8863 -3.9964
C -1.5450 8.4239 -2.7186
C -0.7786 7.8934 -1.6951
C 1.1086 7.0198 0.8093
C 1.4566 8.3782 0.7372
C 1.6233 9.0899 1.9093
C 1.4514 8.4580 3.1377
C 1.1174 7.1100 3.2068
C 0.9566 6.3785 2.0444
C 0.6933 4.3178 -0.4169
C -0.1008 3.2234 -0.1604
N 0.6862 2.1252 -0.3827
N 1.8950 2.4899 -0.7904
N 1.8744 3.7903 -0.7962
P -1.8302 3.0438 0.3051
Se -2.0290 0.8858 0.3327
C -2.7562 3.8052 -1.0230
C -2.3703 3.5177 -2.3367
C -3.0973 4.0316 -3.3934
C -4.2151 4.8240 -3.1456
C -4.6092 5.0949 -1.8444
C -3.8833 4.5862 -0.7756
C -2.1322 3.9056 1.8350
C -2.4218 3.1842 2.9915
C -2.7040 3.8652 4.1677
C -2.6924 5.2514 4.1881
C -2.3925 5.9741 3.0358
C -2.1182 5.3061 1.8574
H 0.8026 5.4331 -3.4764
H -0.5747 6.3980 -5.2675
H -2.0563 8.3178 -4.7945
H -2.1973 9.2631 -2.5194
H -0.8502 8.3081 -0.6986
H 1.6030 8.8714 -0.2165
H 1.8907 10.1369 1.8688
H 1.5859 9.0233 4.0506
H 0.9874 6.6309 4.1675
H 0.6981 5.3280 2.0996
H -1.5206 2.8715 -2.5328
H -2.8115 3.7999 -4.4109
H -4.7915 5.2144 -3.9742
H -5.4928 5.6897 -1.6564
H -4.2158 4.7789 0.2357
H -2.4319 2.1019 2.9729
H -2.9426 3.3102 5.0646
H -2.9269 5.7769 5.1045
H -2.3934 7.0560 3.0585
H -1.9160 5.8733 0.9540
C -1.6931 -1.5801 -2.7283
O -1.5835 -1.3048 -1.3285
C -1.7403 -2.4275 -0.4681
C -0.4277 -3.1342 -0.3333
O 0.5515 -2.1718 0.1128
C 1.8306 -2.8323 0.1783
H -2.6002 -2.1527 -2.9250
H -0.8234 -2.1267 -3.0968
H -1.7579 -0.6175 -3.2297
H -2.5248 -3.0957 -0.8287
H -2.0446 -2.0284 0.5031
H -0.0960 -3.5520 -1.2878
H -0.4968 -3.9451 0.3949
H 1.6871 -3.8289 0.5927
H 2.4777 -2.2737 0.8382
H 2.2633 -2.9091 -0.8207
C 4.4801 0.0036 -0.5356
C 3.4802 0.1401 0.5641
N 3.9012 0.4156 1.7912
O 2.2655 -0.0355 0.3411
H 5.4955 0.2260 -0.2177
H 4.1901 0.6643 -1.3518
H 4.4418 -1.0188 -0.9136
H 4.8840 0.4619 2.0056
H 3.2420 0.4283 2.5548

---

Record 2
82
Properties=species:S:1:pos:R:3 method="wB97M-V/def2-TZVPD" energy_ha=-2538.880762 total_charge=+3 e_homo_ev="-13.837 / -14.677" spin_multiplicity=5 e_lumo_ev="-7.478 / -10.370"
Pd 0.6091 -0.2901 -0.4051
N -2.1562 -2.7177 1.7267
C -1.9862 -1.8734 2.7982
C -1.0546 -0.9563 2.4143
N -0.6590 -1.2401 1.1372
C -1.3431 -2.2998 0.7406
C -1.1295 -2.7851 -0.6097
N -0.3265 -2.0909 -1.3968
C -0.2824 -2.7434 -2.5993
C -1.0767 -3.8484 -2.5320
N -1.6051 -3.8605 -1.2635
H -2.7956 -3.4961 1.6993
H -2.5367 -2.0011 3.7132
H -0.6453 -0.1188 2.9470
H 0.3223 -2.3894 -3.4158
H -1.3094 -4.6119 -3.2528
H -2.2304 -4.5656 -0.9062
C -7.2993 10.5356 -2.7141
O -6.7861 9.5283 -3.6098
C -5.9960 8.5848 -3.1822
C -5.5573 7.6595 -4.1705
C -4.7392 6.6399 -3.8156
C -4.3023 6.4861 -2.4664
C -4.7471 7.4238 -1.4859
C -5.5740 8.4455 -1.8314
N -3.4978 5.4291 -2.2270
N -3.0505 5.3500 -1.0142
C -2.2840 4.2930 -0.6876
C -1.7480 4.3908 0.6211
C -0.8949 3.4770 1.1719
C -0.5165 2.3352 0.4382
O 0.2919 1.4648 0.9004
C -1.0974 2.1623 -0.8868
N -0.7375 1.0250 -1.5192
C -1.1549 0.7882 -2.7479
C -2.0076 1.6707 -3.4056
C -2.4173 2.8188 -2.7706
C -1.9515 3.1142 -1.4736
H -7.9097 11.1811 -3.3344
H -6.4775 11.1019 -2.2791
H -7.9107 10.0711 -1.9422
H -5.8986 7.8052 -5.1858
H -4.3899 5.9226 -4.5456
H -4.4169 7.3046 -0.4648
H -5.9109 9.1493 -1.0848
H -2.0373 5.2717 1.1789
H -0.4888 3.6148 2.1641
H -0.8116 -0.1242 -3.2145
H -2.3453 1.4389 -4.4055
H -3.0857 3.5062 -3.2603
C 5.9461 1.4100 3.9871
C 4.5791 0.8886 3.7221
C 3.6198 0.6430 4.6791
C 2.3724 0.1579 4.2837
N 2.0905 -0.0943 2.9914
C 3.0095 0.1388 2.0930
S 2.8317 -0.2166 0.3981
N 4.2307 0.6353 2.4418
C 1.2930 -0.1060 5.2723
H 6.1198 1.5059 5.0548
H 6.0697 2.3922 3.5260
H 6.6999 0.7402 3.5694
H 3.8409 0.8209 5.7211
H 4.9026 0.8070 1.7017
H 1.6715 -0.1266 6.2909
H 0.8022 -1.0508 5.0425
H 0.5447 0.6877 5.2003
C 3.5488 -2.2121 -3.3171
N 3.7924 -0.7733 -3.3351
C 5.0429 -0.3430 -3.9583
C 2.9205 0.0729 -2.8036
C 3.2465 1.5399 -2.7865
O 1.8220 -0.3343 -2.3408
H 4.4576 -2.7232 -3.0027
H 3.2821 -2.5628 -4.3152
H 2.7461 -2.4386 -2.6236
H 5.3304 -1.0840 -4.7001
H 5.8414 -0.2657 -3.2189
H 4.9253 0.6097 -4.4652
H 4.2006 1.7310 -2.2952
H 2.4523 2.0657 -2.2634
H 3.3181 1.9323 -3.8014

---

Record 3
75
Properties=species:S:1:pos:R:3 method="wB97M-V/def2-TZVPD" energy_ha=-2082.716738 total_charge=+1 e_homo_ev=-8.726 spin_multiplicity=1 e_lumo_ev=-4.464
C 0.9842 0.0994 4.7341
S 1.3221 -0.1958 2.9621
C 2.7486 -1.3080 3.1768
C 0.0352 -1.4529 2.4880
C -1.2573 -1.1258 3.1856
C -2.0198 -2.0742 3.8782
C -3.3427 -1.7982 4.2289
C -3.8691 -0.5222 4.0031
C -5.2588 -0.2529 4.2913
N -6.3906 -0.0413 4.5056
C -3.0563 0.4815 3.4537
C -1.7603 0.1769 3.0443
H 0.0170 0.6006 4.8395
H 1.0120 -0.8552 5.2730
H 1.7896 0.7668 5.0742
H 2.8697 -1.8982 2.2630
H 3.6221 -0.6616 3.3278
H 2.5803 -1.9457 4.0519
H 0.4917 -2.4139 2.7172
H -1.6078 -3.0546 4.1113
H -3.9675 -2.5742 4.6785
H -3.4432 1.4996 3.3468
H -1.1637 0.9704 2.5842
C 1.3058 1.4075 -5.3347
N 1.2591 1.3953 -3.8910
C 1.6473 2.4766 -3.1535
O 2.1152 3.5180 -3.6047
C 1.4064 2.1349 -1.6821
C 0.4210 3.1004 -1.0179
C 0.9530 4.5156 -0.9393
C 0.2343 5.5749 -1.5031
C 0.7882 6.8572 -1.5308
C 2.0410 7.0920 -0.9481
C 2.7299 6.0419 -0.3287
C 2.1790 4.7566 -0.3106
N 0.9235 0.7515 -1.7543
C 0.6489 0.0596 -0.6345
C 0.1351 -1.2407 -0.6256
C -0.1400 -1.9583 0.5230
C -0.6664 -3.2978 0.4420
C -0.8614 -3.8984 -0.8462
C -1.4397 -5.1662 -1.0124
N -1.6021 -5.7044 -2.3250
O -2.1027 -6.8487 -2.4282
O -1.2455 -5.0363 -3.3239
C -1.8373 -5.9324 0.0901
C -1.5908 -5.4089 1.3595
C -0.9966 -4.1599 1.5368
C 0.7459 0.2594 -3.1372
C -0.7332 0.0336 -3.4907
C 1.5914 -0.9821 -3.4625
H 1.6680 2.3815 -5.6697
H 1.9782 0.6248 -5.7059
H 0.3071 1.2290 -5.7511
H 2.3779 2.1659 -1.1535
H -0.5205 3.0857 -1.5922
H 0.2083 2.7181 -0.0066
H -0.7430 5.3706 -1.9491
H 0.2431 7.6688 -2.0155
H 2.4782 8.0917 -0.9760
H 3.7031 6.2132 0.1348
H 2.7043 3.9253 0.1671
H 0.8595 0.5808 0.3046
H -0.0933 -1.6861 -1.5922
H -0.0365 -1.0708 1.4090
H -0.5640 -3.4119 -1.7690
H -2.3007 -6.9016 -0.0808
H -1.8703 -6.0047 2.2268
H -0.7672 -3.8451 2.5508
H -1.2916 0.9721 -3.3650
H -0.8108 -0.2898 -4.5370
H -1.1866 -0.7327 -2.8562
H 2.6560 -0.7324 -3.3613
H 1.3623 -1.8201 -2.8007
H 1.3939 -1.2936 -4.4966

---

Record 4
76
Properties=species:S:1:pos:R:3 method="wB97M-V/def2-TZVPD" energy_ha=-2255.793725 e_homo_ev=-7.542 spin_multiplicity=1 e_lumo_ev=-0.494
Tl 1.4786 -1.1718 -0.3336
C 5.5937 -0.8710 -1.9738
C 5.0599 -0.8748 -0.5667
C 4.6006 0.3047 0.0186
C 4.1111 0.3142 1.3157
C 4.0673 -0.8622 2.0537
C 4.5276 -2.0399 1.4843
C 5.0196 -2.0436 0.1842
H 6.6391 -0.5550 -1.9927
H 5.0313 -0.1800 -2.6027
H 5.5393 -1.8639 -2.4199
H 4.6285 1.2256 -0.5530
H 3.7556 1.2385 1.7507
H 3.6774 -0.8559 3.0634
H 4.5008 -2.9622 2.0511
H 5.3693 -2.9709 -0.2552
O -1.9693 -0.3509 4.4972
C -0.9816 0.5415 4.6628
C -0.9876 1.2999 5.8366
C 0.0003 2.2325 6.0758
C 1.0223 2.4380 5.1506
C 1.0249 1.6992 3.9852
C 0.0378 0.7487 3.7149
C 0.1061 0.0245 2.4154
O 0.9665 0.3668 1.5713
N -0.8221 -0.9415 2.2535
N -0.7393 -1.5072 1.0361
C -1.5449 -2.4550 0.7525
C -1.5583 -3.1034 -0.5607
C -1.8961 -4.4504 -0.6400
C -2.0227 -5.1066 -1.8441
C -1.8012 -4.3716 -3.0023
C -1.4677 -3.0465 -2.9144
N -1.3459 -2.3961 -1.7204
H -1.7861 -0.8167 3.6376
H -1.7865 1.1315 6.5465
H -0.0237 2.8095 6.9920
H 1.7995 3.1657 5.3413
H 1.7944 1.8417 3.2377
H -2.2516 -2.8356 1.4911
H -2.0724 -4.9673 0.2938
H -2.2867 -6.1534 -1.8835
H -1.8727 -4.8205 -3.9829
H -1.2750 -2.4336 -3.7808
C -3.8641 -0.9690 -2.0778
C -2.8779 -0.2175 -2.9316
C -3.3474 0.6186 -3.9356
C -2.4894 1.4162 -4.6752
C -1.1376 1.3977 -4.3788
C -0.6249 0.5614 -3.3942
C 0.8513 0.6221 -3.0965
C -1.4875 -0.2940 -2.6872
N -0.9768 -1.0994 -1.6518
H -4.8477 -0.5063 -2.1469
H -3.5534 -0.9581 -1.0310
H -3.9726 -2.0145 -2.3806
H -4.4158 0.6680 -4.1140
H -2.8757 2.0758 -5.4406
H -0.4582 2.0532 -4.9111
H 1.3177 1.3238 -3.7939
H 1.3249 -0.3537 -3.2436
H 0.5471 1.7620 -1.5311
O 1.1437 1.0150 -1.7579
S -0.7780 3.4555 -1.0084
C -0.0447 3.5081 0.6570
C -1.2530 3.5580 1.5800
C -2.2136 2.4702 1.0921
C -2.1382 2.3672 -0.4458
H 0.6000 4.3820 0.7319
H 0.5432 2.6043 0.8302
H -1.7226 4.5406 1.4951
H -0.9704 3.4010 2.6232
H -3.2337 2.6734 1.4183
H -1.9215 1.5138 1.5205
H -3.0488 2.7042 -0.9379
H -1.9343 1.3451 -0.7639

---

Record 5
86
Properties=species:S:1:pos:R:3 method="wB97M-V/def2-TZVPD" energy_ha=-3959.277814 total_charge=+1 e_homo_ev="-10.771 / -10.896" spin_multiplicity=2 e_lumo_ev="-4.914 / -5.652"
W -0.7758 -1.0925 -0.2103
C 2.1321 3.7286 -1.6428
C 3.0132 2.7390 -2.0557
C 2.7169 1.4006 -1.8776
C 1.4924 1.0013 -1.3093
C 0.6509 2.0227 -0.8348
C 0.9610 3.3564 -1.0001
N 1.1216 -0.3401 -1.0672
C 1.8458 -1.4133 -1.5186
C 2.6581 -1.5050 -2.6752
C 3.3179 -2.6636 -2.9783
C 3.2173 -3.7869 -2.1419
C 2.3557 -3.7743 -1.0724
C 1.6323 -2.6185 -0.7762
N 0.6414 -2.5461 0.1725
N -0.0070 -3.7726 0.4451
C -0.7260 -3.8173 1.6788
C -1.2642 -5.0039 2.1497
C -1.9889 -4.9523 3.3299
C -2.1209 -3.7441 3.9932
C -1.5245 -2.6236 3.4465
N -0.8534 -2.6540 2.2901
H 2.3699 4.7742 -1.7939
H 3.9613 3.0110 -2.5011
H 3.4779 0.6854 -2.1211
H -0.2573 1.7787 -0.3203
H 0.2818 4.1084 -0.6162
H 2.7099 -0.6836 -3.3673
H 3.9129 -2.7151 -3.8814
H 3.7848 -4.6814 -2.3639
H 2.2224 -4.6539 -0.4579
H -1.1118 -5.9290 1.6144
H -2.4369 -5.8551 3.7258
H -2.6858 -3.6631 4.9116
H -1.5849 -1.6555 3.9255
O -0.7726 -2.1076 -1.8025
C -1.1235 -1.9243 -3.1273
C -1.1263 -0.4746 -3.5206
C -0.7658 -0.0970 -4.8011
C -0.7884 1.2404 -5.1443
C -1.2031 2.2131 -4.2536
C -1.5515 1.8402 -2.9705
C -1.4739 0.5092 -2.5890
O -1.7037 0.1508 -1.2982
N -0.3416 1.6392 -6.4929
O -0.4553 2.8090 -6.7963
O 0.1202 0.7703 -7.2080
H -0.4562 -2.4995 -3.7632
H -0.4688 -0.8329 -5.5371
H -1.2368 3.2469 -4.5679
H -1.8671 2.5777 -2.2439
S -2.8085 -2.6881 -3.3513
Sb -2.9558 -3.9361 -1.2478
S -2.9595 -2.0592 0.2623
S -0.5733 -4.7869 -0.8314
C 1.7024 -0.2249 4.1400
C 2.1227 0.7878 3.0833
C 2.8340 0.0828 1.9393
C 2.9868 1.8829 3.6749
O 0.9615 1.5167 2.5105
P -0.5332 1.0776 2.4454
O -1.1789 0.5639 3.6451
O -0.5510 -0.0404 1.2493
O -1.1443 2.3509 1.7592
C -2.5497 2.8233 1.8509
C -2.8219 3.3365 3.2557
C -3.5041 1.7051 1.4661
C -2.6083 3.9535 0.8399
H 2.5984 -0.6744 4.5678
H 1.0941 -1.0188 3.6989
H 1.1251 0.2453 4.9356
H 3.7094 -0.4423 2.3224
H 3.1553 0.8009 1.1818
H 2.1685 -0.6475 1.4832
H 3.9301 1.4653 4.0288
H 2.4737 2.3595 4.5117
H 3.1956 2.6419 2.9190
H -2.7149 2.5382 3.9884
H -3.8381 3.7296 3.3052
H -2.1224 4.1362 3.5078
H -3.5112 0.9195 2.2256
H -3.2182 1.2798 0.5061
H -4.5172 2.0966 1.3726
H -1.8614 4.7119 1.0803
H -3.5957 4.4145 0.8584
H -2.4155 3.5758 -0.1680

---

Record 6
76
Properties=species:S:1:pos:R:3 method="wB97M-V/def2-TZVPD" energy_ha=-5496.841024 e_homo_ev=-6.921 spin_multiplicity=1 e_lumo_ev=-0.264
Pt 0.3648 0.1704 -1.0495
S 2.3228 -1.1129 -0.5586
C 1.9579 -1.7613 1.0275
C 2.9990 -2.2460 1.8291
C 2.7425 -2.7376 3.0951
C 1.4483 -2.7532 3.6090
C 0.4073 -2.2868 2.8272
C 0.6627 -1.8198 1.5414
As -0.7407 -1.1990 0.4025
C -2.2089 -0.7406 1.5393
C -3.2933 -1.5998 1.6575
C -4.3194 -1.2755 2.5357
C -4.2626 -0.1054 3.2764
C -3.1773 0.7521 3.1483
C -2.1471 0.4401 2.2759
C -1.3304 -2.7409 -0.5830
C -0.6102 -3.9256 -0.5400
C -1.0039 -4.9895 -1.3400
C -2.1098 -4.8676 -2.1682
C -2.8327 -3.6818 -2.2013
C -2.4425 -2.6141 -1.4107
H 4.0130 -2.2092 1.4515
H 3.5656 -3.0962 3.7004
H 1.2573 -3.1199 4.6084
H -0.6070 -2.2967 3.2090
H -3.3373 -2.5163 1.0848
H -5.1654 -1.9427 2.6364
H -5.0689 0.1412 3.9552
H -3.1354 1.6675 3.7245
H -1.3005 1.1039 2.1608
H 0.2602 -4.0159 0.0982
H -0.4400 -5.9130 -1.3190
H -2.4088 -5.6990 -2.7937
H -3.6887 -3.5800 -2.8558
H -2.9894 -1.6787 -1.4580
S -1.6045 1.2657 -1.5340
C -2.1374 0.4686 -3.0229
C -3.3882 0.8133 -3.5356
C -3.8551 0.2358 -4.7035
C -3.0747 -0.7082 -5.3660
C -1.8399 -1.0644 -4.8533
C -1.3565 -0.4831 -3.6797
S 0.2043 -1.0132 -3.0523
H -3.9864 1.5460 -3.0069
H -4.8230 0.5182 -5.0967
H -3.4352 -1.1699 -6.2762
H -1.2312 -1.8107 -5.3498
C 3.2587 3.3867 -3.5273
P 2.9172 1.9497 -2.5005
C 3.8058 2.2112 -0.9606
C 3.7088 0.5714 -3.3418
O 1.4363 1.7842 -2.3070
H 4.3299 3.5045 -3.6920
H 2.8645 4.2767 -3.0372
H 2.7539 3.2634 -4.4854
H 4.8764 2.3294 -1.1316
H 3.6233 1.3556 -0.3097
H 3.4053 3.1023 -0.4760
H 4.7760 0.7612 -3.4657
H 3.2422 0.4430 -4.3186
H 3.5704 -0.3438 -2.7688
C 2.9324 3.6935 2.9470
Si 1.1939 3.0091 3.0470
C -0.0391 4.4123 3.1344
C 1.0256 1.9222 4.5628
C 0.8580 1.9970 1.5643
C 0.6532 1.3224 0.5740
H 3.1625 4.3069 3.8211
H 3.0524 4.3152 2.0573
H 3.6652 2.8858 2.8953
H 0.1309 5.0320 4.0177
H -1.0613 4.0299 3.1785
H 0.0365 5.0484 2.2506
H 1.2152 2.4909 5.4762
H 1.7324 1.0907 4.5240
H 0.0202 1.4997 4.6329